[1]
{
  "formula": "C33H64ClN3O5P",
  "method": "ωB97M-V/def2-TZVPD",
  "e_lumo_ev": -2.87,
  "gap_ev": 7.1970,
  "total_charge": 1,
  "species": ["C", "C", "C", "C", "N", "C", "N", "C", "C", "C", "C", "C", "C", "C", "C", "C", "C", "C", "C", "C", "C", "N", "C", "C", "C", "C", "O", "C", "C", "Cl", "C", "C", "P", "O", "O", "H", "H", "H", "H", "H", "H", "H", "H", "H", "H", "H", "H", "H", "H", "H", "H", "H", "H", "H", "H", "H", "H", "H", "H", "H", "H", "H", "H", "H", "H", "H", "H", "H", "H", "H", "H", "H", "H", "H", "H", "H", "H", "H", "H", "H", "H", "H", "H", "H", "H", "H", "H", "C", "C", "O", "C", "H", "H", "H", "H", "H", "H", "C", "C", "O", "C", "H", "H", "H", "H", "H", "H"],
  "positions_angstrom": [[2.4194, -2.2848, 0.7886], [2.1975, -1.5342, -0.5495], [1.1777, -2.2917, -1.4278], [0.2226, -1.3838, -2.1985], [-0.5473, -0.4737, -1.3427], [-1.8978, -0.8151, -1.1310], [-2.1044, -2.0601, -0.2590], [-1.6962, -1.7464, 1.1458], [-2.3572, -0.4981, 1.7165], [-1.4802, -0.0609, 2.8909], [-0.0889, 0.4389, 2.4652], [0.4180, 1.6783, 3.2259], [1.2677, 2.5758, 2.3212], [2.7886, 2.3242, 2.4469], [3.5008, 2.9294, 1.2229], [4.0641, 1.8553, 0.2784], [5.0366, 2.4441, -0.7312], [5.6000, 1.3767, -1.7096], [7.1448, 1.4405, -1.8402], [7.8019, 0.1928, -1.2086], [7.9557, 0.3507, 0.3109], [7.1517, -0.5647, 1.1206], [7.2040, -0.5351, 2.4779], [6.3931, -1.4957, 2.9783], [5.8159, -2.1536, 1.8627], [6.2921, -1.5516, 0.7447], [-2.4368, 0.6083, 0.8140], [-2.7734, 0.3135, -0.5135], [-2.4982, 1.5957, -1.3878], [-1.1294, 2.5162, -0.6844], [-3.6656, 2.5939, -1.4868], [-4.1954, 3.1325, -0.1641], [-4.6169, -0.1507, -0.7143], [-4.9561, -1.3902, 0.3357], [-4.8069, -0.7453, -2.2582], [3.4605, -2.1481, 1.0727], [2.2771, -3.3527, 0.6505], [1.8038, -1.8912, 1.5941], [1.8866, -0.5158, -0.3102], [3.1666, -1.4591, -1.0328], [0.6568, -3.0212, -0.7980], [1.7421, -2.8925, -2.1394], [-0.4174, -1.9913, -2.8398], [0.8309, -0.7773, -2.8698], [-0.0596, -0.2640, -0.4804], [-2.3330, -1.0426, -2.1035], [-1.4777, -2.7978, -0.5916], [-3.0498, -2.4485, -0.3219], [-0.6104, -1.7302, 1.1691], [-1.9952, -2.5868, 1.7674], [-3.3424, -0.7573, 2.1044], [-1.9958, 0.6495, 3.5300], [-1.3232, -0.9680, 3.4803], [0.6245, -0.3772, 2.5783], [-0.0594, 0.6958, 1.4072], [-0.4088, 2.2675, 3.6186], [1.0285, 1.3263, 4.0569], [1.0256, 2.4454, 1.2668], [1.1147, 3.6319, 2.5354], [3.1175, 2.8546, 3.3369], [3.0101, 1.2607, 2.5328], [2.8007, 3.5210, 0.6328], [4.3155, 3.5914, 1.5176], [3.2208, 1.4449, -0.2838], [4.5828, 1.0991, 0.8721], [4.5100, 3.1869, -1.3323], [5.8744, 2.9456, -0.2498], [5.3003, 0.3793, -1.3926], [5.2017, 1.5910, -2.6998], [7.5426, 2.3022, -1.3125], [7.4170, 1.4504, -2.8914], [8.8032, 0.1313, -1.6323], [7.2885, -0.7168, -1.5004], [7.7823, 1.3775, 0.6218], [8.9977, 0.1519, 0.5608], [7.8176, 0.1479, 3.0376], [6.2034, -1.7756, 3.9978], [5.1411, -2.9909, 1.8875], [6.0573, -1.8217, -0.2663], [-2.1917, 1.2964, -2.3850], [-3.2736, 3.4475, -2.0384], [-4.4529, 2.1809, -2.1199], [-4.8748, 2.4279, 0.3055], [-4.8037, 4.0068, -0.3877], [-3.4112, 3.4159, 0.5285], [-5.6036, -1.9971, -0.0566], [-4.2577, -0.2030, -2.8443], [-5.5684, -3.1031, -6.7765], [-5.0673, -3.8605, -5.5711], [-4.5198, -4.9316, -5.6745], [-5.2790, -3.2174, -4.2183], [-5.3527, -3.6742, -7.6761], [-6.6465, -2.9524, -6.7026], [-5.0712, -2.1339, -6.8445], [-6.3443, -3.0716, -4.0348], [-4.7670, -2.2587, -4.1767], [-4.8733, -3.8688, -3.4456], [-7.8272, 1.7645, 4.2703], [-7.9691, 1.2400, 2.8618], [-8.9946, 1.3631, 2.2375], [-6.7659, 0.5488, 2.2591], [-8.7591, 2.2339, 4.5760], [-7.6025, 0.9446, 4.9545], [-7.0263, 2.5045, 4.3155], [-6.4984, -0.3250, 2.8566], [-5.9208, 1.2394, 2.2160], [-7.0078, 0.2265, 1.2507]],
  "mulliken_charge": [-0.37, 1.41, -0.90, -0.81, 0.52, -1.82, 0.17, -0.77, 0.57, -2.07, 1.08, -1.04, -0.38, -0.73, -1.23, 0.66, -1.24, 0.05, -1.12, -0.78, -0.71, 0.28, -0.63, -0.87, -0.51, -0.38, -0.01, -0.24, -0.30, -0.15, -0.66, -0.89, 0.13, -0.44, -0.50, -0.70, 0.43, 0.14, -0.95, 0.32, 0.25, 0.49, 0.40, 0.46, -0.41, 1.22, 0.41, 0.52, 0.17, 0.58, 0.24, 0.65, 0.34, 0.21, -0.73, 0.49, 0.38, -0.04, 0.41, 0.28, 0.49, 0.37, 0.61, -0.21, 0.05, 0.36, 0.50, -0.32, 0.58, 0.44, 0.39, 0.38, 0.47, 0.45, 0.46, 0.43, 0.45, 0.73, 0.27, 0.71, 0.49, 0.45, 0.01, 0.47, 0.27, 0.36, 0.37, -1.09, 0.71, -0.54, -0.67, 0.31, 0.32, 0.30, 0.37, 0.03, 0.28, -1.16, 0.52, -0.54, -0.54, 0.33, 0.33, 0.31, 0.42, 0.13, 0.23]
}

---

[2]
{
  "formula": "C44H79F3N2O15S2",
  "method": "ωB97M-V/def2-TZVPD",
  "e_lumo_ev": 0.19,
  "smiles": "C#Cc1cc2c(cc1COC(F)(F)F)N(C[SH](=O)=O)c1cc(NCCC)ccc1S2.COCCOC.COCCOC.COCCOC.COCCOC.COCCOC.COCCOC",
  "gap_ev": 8.6724,
  "species": ["C", "C", "C", "C", "C", "C", "C", "C", "C", "O", "C", "F", "F", "F", "N", "C", "S", "O", "O", "C", "C", "C", "N", "C", "C", "C", "C", "C", "C", "S", "H", "H", "H", "H", "H", "H", "H", "H", "H", "H", "H", "H", "H", "H", "H", "H", "H", "H", "H", "C", "O", "C", "C", "O", "C", "H", "H", "H", "H", "H", "H", "H", "H", "H", "H", "C", "O", "C", "C", "O", "C", "H", "H", "H", "H", "H", "H", "H", "H", "H", "H", "C", "O", "C", "C", "O", "C", "H", "H", "H", "H", "H", "H", "H", "H", "H", "H", "C", "O", "C", "C", "O", "C", "H", "H", "H", "H", "H", "H", "H", "H", "H", "H", "C", "O", "C", "C", "O", "C", "H", "H", "H", "H", "H", "H", "H", "H", "H", "H", "C", "O", "C", "C", "O", "C", "H", "H", "H", "H", "H", "H", "H", "H", "H", "H"],
  "positions_angstrom": [[8.2500, -3.0508, 0.9270], [7.7585, -2.3241, 0.0897], [6.7201, -1.7204, -0.7900], [5.9839, -0.5925, -0.3484], [4.9910, -0.1079, -1.2212], [4.7265, -0.7012, -2.4932], [5.4737, -1.8206, -2.9161], [6.4831, -2.3213, -2.0428], [7.2576, -3.5681, -2.5423], [6.7862, -4.7747, -1.8997], [5.5043, -5.0920, -2.1981], [5.4010, -6.4491, -2.0856], [4.6025, -4.5892, -1.3337], [5.1535, -4.8119, -3.4778], [3.6993, -0.2011, -3.3877], [4.1158, 1.0715, -4.0066], [4.3795, 0.9335, -5.8146], [5.8104, 0.9681, -6.0156], [3.6993, -0.1879, -6.4103], [2.4361, -0.0357, -2.6783], [1.2844, -0.6074, -3.2657], [0.0458, -0.4534, -2.5592], [-1.1362, -1.0793, -3.1436], [-1.0579, -2.5364, -2.7537], [-0.5427, -3.4486, -3.9144], [-0.7329, -4.9684, -3.5854], [-0.0282, 0.2691, -1.3491], [1.1253, 0.8392, -0.7589], [2.3430, 0.6680, -1.4437], [3.9226, 1.2920, -0.8051], [8.6842, -3.7852, 1.5977], [6.1250, -0.0974, 0.6190], [5.2402, -2.2828, -3.8848], [7.2849, -3.6212, -3.6441], [8.3044, -3.4382, -2.1961], [3.3338, 1.8427, -3.8448], [5.0747, 1.3770, -3.5449], [3.8162, 2.0743, -6.3587], [1.3351, -1.1472, -4.2251], [-0.9247, -1.0814, -4.1421], [-2.0286, -2.9063, -2.3549], [-0.3230, -2.6489, -1.9255], [0.5585, -3.2819, -3.9517], [-0.9778, -3.1715, -4.8987], [0.1091, -5.5938, -3.9370], [-1.6452, -5.3151, -4.1182], [-0.8769, -5.1651, -2.5062], [-1.0124, 0.3415, -0.8582], [1.1105, 1.3876, 0.1969], [10.3332, 2.7177, 0.3448], [9.8652, 4.0562, 0.3083], [8.9793, 4.2965, -0.7772], [7.5355, 4.3341, -0.3154], [7.0977, 3.0522, 0.1186], [7.0587, 2.9413, 1.5314], [10.8458, 2.5649, 1.2942], [9.5122, 2.0003, 0.2709], [11.0455, 2.5469, -0.4690], [9.1158, 3.5494, -1.5654], [9.2414, 5.2749, -1.1922], [6.9023, 4.6179, -1.1618], [7.3987, 5.0805, 0.4731], [6.2260, 3.5281, 1.9329], [7.9947, 3.2712, 1.9888], [6.8995, 1.8929, 1.7850], [-0.3873, 4.1194, -0.8533], [-1.3533, 3.4150, -0.0901], [-1.3244, 3.7623, 1.2887], [-2.4587, 4.7004, 1.6519], [-2.2875, 5.9762, 1.0461], [-3.1206, 6.1598, -0.0861], [-0.5929, 3.9427, -1.9088], [-0.4269, 5.1951, -0.6653], [0.6151, 3.7419, -0.6241], [-0.3570, 4.1987, 1.5605], [-1.4445, 2.8315, 1.8531], [-2.4529, 4.8585, 2.7355], [-3.4256, 4.2660, 1.3801], [-4.1621, 6.2824, 0.2282], [-3.0440, 5.3227, -0.7846], [-2.8015, 7.0684, -0.5967], [-1.9826, 7.0980, 5.7950], [-1.5124, 5.8789, 5.2428], [-0.2703, 6.0272, 4.5663], [0.8822, 5.5083, 5.4045], [1.0973, 6.3216, 6.5505], [0.5854, 5.7399, 7.7373], [-2.8257, 6.8706, 6.4468], [-1.2104, 7.5988, 6.3835], [-2.3267, 7.7632, 4.9964], [-0.1042, 7.0696, 4.2782], [-0.3349, 5.4317, 3.6500], [1.7986, 5.5503, 4.8075], [0.7143, 4.4654, 5.6922], [1.2064, 4.8901, 8.0390], [-0.4500, 5.4124, 7.6132], [0.6193, 6.4929, 8.5246], [-3.6894, -6.5376, -1.5920], [-3.5781, -5.1347, -1.4109], [-4.7021, -4.4319, -1.9293], [-5.6419, -3.9948, -0.8228], [-6.2761, -5.1128, -0.2111], [-5.7054, -5.4455, 1.0428], [-2.9008, -7.0202, -1.0149], [-4.6551, -6.9137, -1.2464], [-3.5525, -6.7887, -2.6493], [-5.2307, -5.0365, -2.6733], [-4.3152, -3.5403, -2.4339], [-6.4347, -3.3769, -1.2566], [-5.1127, -3.3909, -0.0792], [-5.9746, -4.6930, 1.7913], [-4.6173, -5.5301, 0.9824], [-6.1116, -6.4079, 1.3545], [0.8458, -1.1974, 2.6825], [0.7683, -0.2897, 3.7706], [-0.4008, 0.5171, 3.7258], [-1.4492, 0.0321, 4.7082], [-1.9743, -1.2316, 4.3231], [-1.4391, -2.3010, 5.0843], [1.6550, -1.8997, 2.8812], [-0.0819, -1.7615, 2.5589], [1.0728, -0.6569, 1.7578], [-0.8092, 0.5562, 2.7100], [-0.0985, 1.5320, 4.0068], [-2.2855, 0.7384, 4.7085], [-1.0408, -0.0075, 5.7228], [-1.8407, -2.2768, 6.1027], [-0.3473, -2.2658, 5.1192], [-1.7414, -3.2359, 4.6127], [-12.4551, -1.8245, -2.0852], [-12.0887, -3.0824, -2.6267], [-10.8502, -3.0385, -3.3238], [-9.7265, -3.6315, -2.4957], [-9.4326, -2.8212, -1.3645], [-9.9685, -3.3525, -0.1638], [-13.3025, -1.9781, -1.4175], [-11.6375, -1.3765, -1.5153], [-12.7604, -1.1449, -2.8877], [-10.6098, -2.0150, -3.6285], [-10.9738, -3.6393, -4.2305], [-8.8193, -3.6665, -3.1075], [-9.9667, -4.6545, -2.1905], [-9.4063, -4.2425, 0.1374], [-11.0268, -3.6041, -0.2700], [-9.8676, -2.5963, 0.6149]],
  "mulliken_charge": [-0.19, -1.25, 1.26, -0.99, 1.16, -1.05, -0.35, 0.43, -1.34, -0.34, 0.89, -0.29, -0.22, -0.24, 0.38, -0.47, 0.94, -0.63, -0.58, -1.47, -0.08, -0.71, -0.43, -0.13, -0.21, -1.02, -0.83, -0.85, 0.88, -0.23, 0.41, 0.52, 0.47, 0.36, 0.58, 0.55, 0.32, 0.16, 0.59, 0.51, 0.11, 0.25, 0.11, 0.38, 0.40, 0.21, 0.21, 0.56, 1.14, -0.64, -0.39, -0.53, -0.60, -0.04, -0.84, 0.25, 0.22, 0.33, 0.31, 0.38, 0.33, 0.38, 0.28, 0.44, 0.15, -0.79, -0.40, -0.22, -0.77, -0.33, -0.72, 0.28, 0.43, 0.27, 0.52, 0.05, 0.43, 0.40, 0.32, 0.28, 0.25, -0.78, -0.34, 0.21, -0.61, -0.39, -0.70, 0.25, 0.34, 0.29, 0.37, -0.22, 0.37, 0.35, 0.32, 0.29, 0.25, -0.92, -0.26, -0.46, -0.57, -0.34, -0.76, 0.27, 0.40, 0.33, 0.34, 0.43, 0.35, 0.30, 0.30, 0.32, 0.26, -0.46, -0.44, 0.13, -0.65, -0.36, -0.73, 0.31, 0.32, 0.06, 0.06, 0.24, 0.38, 0.31, 0.33, 0.31, 0.24, -0.69, -0.36, -0.64, -0.36, -0.37, -0.75, 0.24, 0.29, 0.33, 0.35, 0.38, 0.33, 0.36, 0.26, 0.38, 0.26]
}

---

[3]
{
  "formula": "C18H22O3",
  "method": "ωB97M-V/def2-TZVPD",
  "e_lumo_ev": -1.35,
  "smiles": "COC1=CC(=O)C=C(/C=C2\\CCC[C@@H]3CCCC[C@H]23)C1=O",
  "gap_ev": 7.4942,
  "relative_energy_kj_mol": 136.7,
  "species": ["C", "O", "C", "C", "C", "O", "C", "C", "C", "C", "C", "C", "C", "C", "C", "C", "C", "C", "C", "C", "O", "H", "H", "H", "H", "H", "H", "H", "H", "H", "H", "H", "H", "H", "H", "H", "H", "H", "H", "H", "H", "H", "H"],
  "positions_angstrom": [[3.0577, -4.2216, 1.1065], [1.9004, -5.0000, 0.6825], [0.7507, -4.3286, 0.2941], [-0.4178, -5.0752, 0.2103], [-1.7156, -4.5383, -0.2633], [-2.7039, -5.2568, -0.2292], [-1.8460, -3.1637, -0.7185], [-0.7146, -2.3265, -0.6700], [-0.8669, -0.9133, -1.0226], [-0.6478, 0.1881, -0.1922], [-0.2853, 0.1191, 1.2486], [1.0915, 0.7734, 1.4793], [1.1665, 2.1616, 0.8232], [0.6508, 2.2536, -0.6443], [0.6673, 3.7131, -1.1381], [-0.5436, 4.5913, -0.6123], [-1.8819, 3.8041, -0.7775], [-1.8418, 2.3998, -0.1749], [-0.7256, 1.5876, -0.8076], [0.6258, -2.8888, -0.1871], [1.6378, -2.2234, -0.3791], [3.6848, -4.8793, 1.7167], [2.7214, -3.3261, 1.6716], [3.6159, -3.8520, 0.2103], [-0.3677, -6.0735, 0.5696], [-2.8156, -2.7749, -1.0463], [-1.1771, -0.6935, -2.0398], [-0.3052, -0.9152, 1.6308], [-1.0381, 0.6950, 1.8407], [1.8802, 0.1472, 1.0519], [1.2164, 0.8506, 2.5555], [0.5899, 2.8315, 1.4269], [2.2129, 2.4620, 0.8634], [1.3226, 1.6220, -1.2300], [1.6147, 4.1580, -0.8452], [0.6285, 3.7321, -2.2295], [-0.3504, 4.8392, 0.4479], [-0.6016, 5.4944, -1.2079], [-2.1048, 3.7556, -1.8652], [-2.7047, 4.3725, -0.3122], [-2.8206, 1.8997, -0.2383], [-1.6032, 2.5088, 0.8761], [-0.9560, 1.4903, -1.8748]],
  "mulliken_charge": [-0.58, -0.41, 0.19, -0.49, -0.02, -0.59, -0.38, 0.23, -1.04, 0.42, -1.05, -0.71, -0.94, -0.05, -1.28, -0.62, -0.83, -0.90, -0.06, 1.03, -0.62, 0.25, 0.27, 0.25, 0.48, 0.51, 0.41, 0.40, 0.45, 0.32, 0.39, 0.30, 0.37, 0.50, 0.42, 0.42, 0.34, 0.36, 0.34, 0.40, 0.30, 0.32, 0.92]
}

---

[4]
{
  "formula": "C3H3Br",
  "method": "ωB97M-V/def2-TZVPD",
  "e_lumo_ev": [-0.92, -1.07],
  "gap_ev": [5.9922, 5.8422],
  "relative_energy_kj_mol": 864.4,
  "species": ["C", "C", "C", "Br", "H", "H", "H"],
  "positions_angstrom": [[0.2614, -0.5272, -0.6394], [-1.8995, -1.1809, 1.1141], [0.9245, 0.5551, -0.0758], [-2.7881, -0.9531, -0.4846], [0.4532, 1.0397, 0.7082], [1.3847, 1.2353, -0.8544], [1.6638, -0.1690, 0.2319]],
  "mulliken_charge": [-0.19, -0.14, -0.50, 0.01, 0.29, 0.27, 0.26]
}

---

[5]
{
  "formula": "C3H9NO3",
  "method": "ωB97M-V/def2-TZVPD",
  "e_lumo_ev": 0.67,
  "smiles": "NCCC(=O)O.O",
  "gap_ev": 10.2908,
  "relative_energy_kj_mol": 91.5,
  "species": ["N", "C", "C", "C", "O", "O", "H", "H", "H", "H", "H", "H", "H", "O", "H", "H"],
  "positions_angstrom": [[2.5237, -1.3249, 1.6907], [1.2623, -0.6462, 1.2900], [0.4899, -1.4809, 0.2514], [-0.7348, -0.6904, -0.1766], [-0.8555, 0.4945, -0.0361], [-1.6812, -1.4617, -0.7577], [2.2274, -2.3000, 1.7120], [3.2393, -1.2665, 0.9795], [0.6760, -0.5045, 2.1923], [1.5323, 0.3458, 0.9459], [0.2018, -2.3750, 0.8117], [1.1420, -1.7869, -0.5655], [-2.5058, -0.9490, -0.7381], [-2.6503, 4.7180, -2.1838], [-1.7211, 4.6369, -2.4187], [-3.1461, 4.5907, -2.9973]],
  "mulliken_charge": [-0.65, -0.50, -0.45, 0.49, -0.53, -0.44, 0.25, 0.24, 0.30, 0.36, 0.30, 0.29, 0.35, -0.64, 0.32, 0.32]
}

---

[6]
{
  "formula": "C8H4Br2N2",
  "method": "ωB97M-V/def2-TZVPD",
  "e_lumo_ev": -1.15,
  "gap_ev": 8.8194,
  "relative_energy_kj_mol": 52.8,
  "species": ["C", "C", "C", "C", "C", "C", "C", "C", "N", "N", "Br", "Br", "H", "H", "H", "H"],
  "positions_angstrom": [[1.3954, -0.7391, 1.3471], [1.6466, -0.8704, -1.4776], [-1.4799, 0.7014, 0.8484], [-0.1909, 1.0010, 1.2195], [-1.1181, -0.6495, -1.2018], [-1.8623, -0.1773, -0.2461], [1.0526, 0.4654, 0.5026], [0.9132, 0.1813, -0.9803], [1.7276, -1.5794, 2.0374], [2.0262, -1.8129, -1.9859], [-3.6814, -0.9260, -0.1134], [1.1314, 1.7685, -2.0852], [-2.2141, 1.2253, 1.3617], [-0.0765, 1.5517, 2.2322], [-1.2503, -1.2590, -1.9925], [1.9805, 1.1190, 0.5342]],
  "mulliken_charge": [0.03, 0.16, -0.23, -0.63, -0.56, 0.20, 0.37, -0.05, -0.41, -0.41, -0.18, -0.03, 0.50, 0.29, 0.55, 0.41]
}

---

| no. | maximum force (Eh/bohr) | molecular weight (g mol⁻¹) |
| --- | --- | --- |
| 1 | 0.0773 | 649.32 |
| 2 | 0.0415 | 997.24 |
| 3 | 0.0780 | 286.37 |
| 4 | 0.0583 | 118.96 |
| 5 | 0.0288 | 107.11 |
| 6 | 0.1118 | 287.94 |